1.
{
  "formula": "C6H11N",
  "method": "ωB97M-V/def2-TZVPD",
  "elements": ["C", "N", "C", "C", "C", "C", "C", "H", "H", "H", "H", "H", "H", "H", "H", "H", "H", "H"],
  "coordinates": [[-0.051976, -2.581388, -0.759424], [-1.164405, -2.161570, 0.100425], [-1.426381, -0.716762, -0.089860], [1.655013, 3.200263, 0.356911], [1.268791, 1.931097, 0.539656], [-0.013069, 1.340446, 0.226662], [-0.297465, 0.062819, 0.533540], [0.845193, -2.064956, -0.418879], [0.052959, -3.657242, -0.650472], [-0.192280, -2.257671, -1.798660], [-2.040448, -2.600090, -0.158110], [-1.645191, -0.435115, -1.119941], [-2.243628, -0.509245, 0.612832], [2.287511, 3.754386, 1.038099], [1.487638, 3.765174, -0.556205], [1.952915, 1.288996, 1.100254], [-0.665935, 1.969793, -0.376291], [0.190753, -0.328936, 1.419467]],
  "atomic_forces_ev_per_a": [[-0.5789, 0.2653, 0.3226], [-0.1308, 0.9358, -0.5765], [0.2535, -0.4800, 2.4273], [0.3457, 0.5584, -0.7758], [-0.0429, 0.2021, 1.6398], [0.8549, -0.4292, -1.5870], [-0.3229, 1.1618, -0.4480], [0.1132, -0.2354, 0.1290], [0.2606, -0.0268, -0.3080], [-0.0257, -0.3702, -0.1557], [0.2730, -0.4939, -0.0855], [0.0041, 0.1909, -0.0279], [-0.5621, 0.0416, -0.6559], [0.9558, -0.6987, -0.1670], [-1.3054, 0.2175, 0.3247], [-0.4667, 0.1774, 0.7796], [-0.0305, -0.3476, -0.3870], [0.4050, -0.6691, -0.4487]],
  "e_above_lowest_ev": 2.778,
  "molar_mass_g_mol": 97.2,
  "orbital_gap_ev": 8.7,
  "smiles": "C=C/C=C/CNC",
  "e_lumo_ev": 0.720,
  "e_tot_ev": -7887.754
}

=====

2.
{
  "formula": "C4H14N2OS",
  "method": "ωB97M-V/def2-TZVPD",
  "elements": ["C", "N", "C", "C", "S", "C", "N", "H", "H", "H", "H", "H", "H", "H", "H", "H", "H", "H", "H", "H", "H", "O"],
  "coordinates": [[-0.656318, 1.684234, 0.388193], [-0.647356, 0.286327, 0.162683], [-1.040756, 0.001622, -1.272166], [-1.720644, -1.409145, -1.237124], [-0.541707, -2.669408, -1.692522], [0.762847, 2.252412, 0.849734], [1.641889, 1.158094, 1.272832], [-0.992238, 2.265423, -0.559400], [-1.355564, 1.760445, 1.221513], [-0.489674, -3.423913, -0.594783], [-0.182989, 0.152398, -1.972701], [-1.766496, 0.716256, -1.526945], [-2.272332, -1.316841, -0.224885], [-2.628051, -1.488696, -2.025618], [0.625391, 3.018799, 1.667356], [1.219214, 2.791024, -0.061727], [1.213163, 0.260583, 1.402867], [0.111642, -0.358866, 0.579108], [2.308400, 1.072464, 0.439069], [1.579050, -2.522740, 0.613321], [2.724277, -2.318589, 1.537194], [2.108250, -1.911884, 1.033999]],
  "atomic_forces_ev_per_a": [[0.9621, 1.6221, 0.6526], [-0.0032, -2.5229, -2.2510], [1.3324, -1.8279, 1.7403], [-2.8728, 1.8889, -1.0062], [0.2945, -0.5396, 0.2347], [-0.7428, 0.4804, -0.7796], [2.4490, 1.4901, -1.9948], [0.3384, -0.9604, 1.8652], [-0.2100, 1.1748, -0.0905], [-0.1843, -0.0790, 0.2195], [-0.5432, -0.5887, 0.2606], [-1.0692, 0.8846, -0.2561], [1.2834, -1.1816, -1.4121], [2.1611, 0.2983, 1.5474], [0.1029, -0.7821, -0.8385], [-0.4733, -0.7373, 1.5302], [0.1474, 0.1114, 0.2096], [-1.7876, 1.7820, -1.5848], [-1.0922, -0.5420, 2.0352], [-1.5821, -2.2017, -1.4148], [2.9232, -2.1470, 2.4320], [-1.4336, 4.3777, -1.0987]],
  "e_above_lowest_ev": 2.584,
  "molar_mass_g_mol": 138.2,
  "orbital_gap_ev": 8.8,
  "smiles": "NCCNCCS.O",
  "e_lumo_ev": 0.552,
  "e_tot_ev": -20235.445
}

=====

3.
{
  "formula": "C37H37F3O2P2Sn",
  "method": "ωB97M-V/def2-TZVPD",
  "elements": ["Sn", "C", "C", "C", "C", "C", "C", "C", "C", "C", "H", "H", "H", "H", "H", "H", "H", "H", "H", "H", "H", "H", "H", "H", "H", "P", "P", "C", "C", "C", "C", "C", "C", "C", "C", "C", "C", "C", "C", "C", "C", "C", "C", "C", "C", "C", "C", "C", "C", "C", "C", "C", "C", "H", "H", "H", "H", "H", "H", "H", "H", "H", "H", "H", "H", "H", "H", "H", "H", "H", "H", "H", "H", "H", "H", "F", "C", "F", "F", "C", "O", "O"],
  "coordinates": [[1.965081, -1.585685, -1.821450], [-2.470098, 0.170755, 0.546069], [-2.825870, 0.046925, -0.737907], [-3.163919, 1.172436, -1.688193], [-1.941967, 1.802005, -2.393567], [-0.926679, 2.483448, -1.527121], [-1.024116, 2.810229, -0.231067], [-2.261067, 2.760712, 0.633181], [-2.480478, 1.419335, 1.367594], [2.876845, 0.303742, -1.176405], [-2.267248, -0.738261, 1.131420], [-2.957667, -0.961104, -1.166548], [-3.780360, 1.939076, -1.219705], [-3.772418, 0.696981, -2.478789], [-1.385410, 0.990378, -2.889840], [-2.308640, 2.433713, -3.232204], [0.038219, 2.662541, -2.036757], [-0.126554, 3.136118, 0.315246], [-3.178573, 3.064567, 0.119331], [-2.123352, 3.509721, 1.430144], [-1.739088, 1.342457, 2.178047], [-3.463716, 1.460681, 1.861706], [3.376542, 0.143339, -0.215460], [2.038951, 0.995669, -1.045670], [3.580749, 0.641725, -1.951211], [0.159048, -2.248226, -8.853114], [2.072045, 0.247617, -9.241381], [-0.511747, -0.680877, -9.472936], [0.341656, 0.336625, -9.765686], [-0.628482, -3.384713, -10.094887], [-1.763012, -3.073204, -10.852937], [-2.317808, -4.011258, -11.727606], [-1.711125, -5.257160, -11.893474], [-0.527596, -5.558361, -11.200652], [0.019399, -4.618418, -10.316507], [-0.895947, -2.398268, -7.356599], [-0.602838, -1.508746, -6.301292], [-1.376180, -1.538337, -5.142078], [-2.448814, -2.433965, -5.036027], [-2.724082, -3.317856, -6.082681], [-1.941851, -3.320954, -7.239811], [2.748015, 0.977125, -10.837450], [2.630044, 0.194444, -12.004961], [2.998087, 0.721240, -13.245596], [3.498599, 2.026976, -13.335411], [3.657009, 2.791728, -12.175944], [3.302736, 2.262110, -10.929206], [2.109646, 1.723431, -8.150689], [3.263951, 1.863870, -7.352003], [3.441282, 3.016427, -6.587028], [2.460609, 4.017039, -6.587139], [1.290664, 3.841864, -7.329384], [1.097994, 2.686674, -8.090278], [-1.595955, -0.597363, -9.602561], [0.040056, 1.215734, -10.347336], [-2.230721, -2.090472, -10.777213], [-3.223050, -3.765196, -12.281819], [-2.147859, -5.998773, -12.566952], [-0.036356, -6.520348, -11.341522], [0.949817, -4.845148, -9.784221], [0.211412, -0.787847, -6.412503], [-1.143523, -0.856045, -4.320146], [-3.062692, -2.437266, -4.134511], [-3.553600, -4.018969, -6.000887], [-2.148236, -4.016154, -8.050449], [2.218600, -0.815798, -11.942016], [2.886963, 0.115091, -14.148164], [3.768411, 2.443435, -14.306275], [4.057669, 3.805946, -12.234460], [3.437017, 2.866491, -10.031103], [4.020118, 1.074431, -7.360922], [4.351982, 3.133227, -5.998784], [2.612196, 4.926287, -6.002864], [0.515136, 4.607948, -7.319016], [0.167956, 2.547971, -8.641170], [1.460894, -1.732722, 3.346673], [1.003194, -0.871503, 2.407626], [-0.323971, -0.682336, 2.651130], [1.610299, 0.333254, 2.605175], [1.361062, -1.368266, 0.926283], [2.447677, -1.963600, 0.815837], [0.570133, -1.033538, -0.032609]],
  "atomic_forces_ev_per_a": [[0.0851, 0.5391, 1.6943], [0.7980, 0.5624, 4.6382], [-1.1424, 0.3688, -4.2275], [-0.4653, -1.3011, -0.3085], [0.2984, 0.0130, -0.5203], [0.5498, 0.2906, 0.5321], [0.2148, -0.2129, -0.3064], [-0.1891, 0.1772, 0.4893], [0.6384, 0.1161, -0.8460], [0.0723, -0.5182, -0.7436], [0.0218, 0.2935, -0.4126], [0.2701, 0.4270, 0.3992], [0.1211, -0.0933, 0.1140], [0.1865, 0.3413, 0.2673], [-0.2646, 0.0985, 0.0124], [0.1464, -0.2002, 0.6244], [-0.5281, -0.1514, 0.3851], [-0.3455, 0.0414, -0.5254], [0.3398, 0.0615, 0.0123], [-0.1396, -0.2416, -0.2672], [-0.2872, -0.3626, -0.1279], [-0.0539, -0.2670, 0.1866], [-0.0164, 0.0973, -0.2881], [0.2044, 0.0905, -0.0829], [-0.1800, 0.1981, 0.4431], [-1.5842, 0.2026, -0.3951], [-0.5753, 1.8396, -1.7272], [1.1952, 1.5771, -0.2732], [-1.4279, -1.6755, 0.1344], [1.0305, -0.5436, -0.1141], [-0.2497, 0.1817, -0.0020], [0.2734, -0.0226, 0.1545], [0.3267, -0.0811, 0.2335], [-0.1960, 0.4260, 0.1161], [-0.3000, -0.1006, 0.0126], [0.4225, -0.0222, 0.2401], [-0.3288, -0.2958, -0.0944], [-0.0483, -0.0413, -0.1693], [0.2961, 0.0715, -0.2384], [-0.0086, 0.0029, 0.0354], [0.1290, 0.2664, 0.3098], [0.3870, -0.6413, 0.1918], [-0.0153, 0.1864, -0.0468], [-0.1046, 0.0046, 0.1877], [-0.0665, -0.1660, 0.2726], [-0.1201, -0.2153, 0.1915], [0.0924, 0.1164, -0.0117], [0.6886, -0.5906, 0.8645], [-0.2905, 0.2730, -0.2378], [-0.0673, -0.0193, -0.0341], [0.1188, -0.2771, -0.0986], [0.0036, -0.1235, 0.0362], [0.0418, 0.0729, -0.0026], [0.3924, 0.0568, -0.0809], [-0.0041, -0.2420, 0.3602], [0.0360, -0.4204, 0.0140], [0.2558, -0.0279, 0.1393], [0.1563, 0.2924, 0.2160], [-0.1160, 0.2659, 0.0101], [-0.3758, 0.0200, -0.1886], [-0.1721, -0.2171, 0.1077], [-0.1046, -0.1931, -0.2695], [0.1396, -0.0892, -0.2705], [0.1891, 0.1778, 0.0084], [-0.0021, 0.1133, 0.1880], [0.1575, 0.2371, -0.0629], [0.0358, 0.2075, 0.3418], [-0.0495, -0.1380, 0.2800], [-0.1396, -0.3474, 0.0216], [-0.0312, -0.1449, -0.2726], [-0.1421, 0.3201, 0.0254], [-0.2731, 0.0105, -0.1374], [-0.0662, -0.2780, -0.1919], [0.2136, -0.1934, 0.0036], [0.3026, 0.1710, 0.1474], [-0.4874, 0.8704, -1.1512], [0.6264, -0.1168, 0.5327], [0.6290, -0.1984, -0.5058], [-0.4913, -0.9094, -0.2617], [0.3975, -0.0698, 0.5360], [-1.5550, 0.5662, -0.7498], [0.5213, -0.4965, 0.5330]],
  "molar_mass_g_mol": 751.4,
  "orbital_gap_ev": [4.8, 3.8],
  "e_lumo_ev": [-8.399, -9.551],
  "e_tot_ev": -75606.158,
  "charge": 2
}

=====

4.
{
  "formula": "C7H13NO2",
  "method": "ωB97M-V/def2-TZVPD",
  "elements": ["C", "C", "C", "C", "C", "C", "C", "N", "O", "O", "H", "H", "H", "H", "H", "H", "H", "H", "H", "H", "H", "H", "H"],
  "coordinates": [[-0.367462, 1.917079, 0.539053], [-2.209767, -0.946346, 1.041608], [2.222769, 0.412945, 0.111584], [0.269508, -1.237002, 0.255066], [-0.456567, 0.651964, -0.292923], [-0.904018, -0.606688, 0.411998], [0.966946, -0.158187, -0.526916], [1.252851, -0.487894, -1.902611], [0.793310, -2.409840, 0.678968], [-1.149681, 0.981822, -1.474502], [0.160112, -2.856675, 1.253560], [-1.351915, 0.171084, -1.954529], [0.503288, -1.023816, -2.324458], [1.391413, 0.358605, -2.444105], [0.091133, 1.711652, 1.500664], [0.212801, 2.670558, 0.012285], [-1.372000, 2.307203, 0.692241], [-2.344392, -2.024345, 1.132809], [-3.046538, -0.550936, 0.465851], [-2.271334, -0.517301, 2.042880], [2.471493, 1.370996, -0.339837], [3.045642, -0.276839, -0.060470], [2.092409, 0.541962, 1.181782]],
  "atomic_forces_ev_per_a": [[-0.1648, -0.2629, -0.2886], [0.1369, 0.0381, 0.2095], [-0.2474, -0.1046, -0.0604], [-0.4246, 0.2024, -0.0003], [1.0533, -0.5932, 0.2633], [-0.0738, -0.2593, -0.1777], [-0.4505, 0.4841, 0.1331], [0.0773, -0.2291, -0.1305], [0.0225, 0.0861, -0.1154], [-0.1069, 0.1320, -0.1367], [0.0094, 0.0255, -0.0380], [0.0511, 0.0327, 0.0650], [0.0527, 0.0750, -0.0246], [-0.0441, -0.0612, -0.0255], [0.0463, 0.0256, 0.0986], [0.0631, 0.1234, -0.0209], [-0.0568, 0.0832, 0.0943], [-0.0285, -0.0559, 0.0145], [0.0195, 0.0128, -0.0611], [-0.1210, 0.0159, 0.0915], [0.0868, 0.1331, -0.0095], [0.0752, -0.0164, 0.0109], [0.0243, 0.1127, 0.1085]],
  "e_above_lowest_ev": 1.963,
  "molar_mass_g_mol": 143.2,
  "orbital_gap_ev": 9.2,
  "smiles": "CC1=C(O)[C@@](C)(N)[C@@]1(C)O",
  "e_lumo_ev": 0.542,
  "e_tot_ev": -13053.966
}